C10H16CeCl3IO | the ωB97M-V functional and the def2-TZVPD basis

Each line ends with the Mulliken charge.
CARTESIAN COORDINATES (ANGSTROEM)
C  -0.6792  0.9240  -0.6196  0.3783
C  -0.8286  -0.4828  -0.8820  0.5772
C  0.4674  -1.0731  -0.9008  0.4236
C  -2.0835  -1.1868  -1.1891  -1.1962
C  1.4077  -0.0373  -0.6493  0.7109
C  0.6945  1.1826  -0.4688  0.6903
C  1.3201  2.5130  -0.3284  -1.7845
C  -1.7485  1.9383  -0.6227  -1.5618
C  0.7680  -2.4913  -1.1688  -1.5452
C  2.8749  -0.1877  -0.5715  -1.7009
Ce  -0.7354  -0.4412  2.4875  0.9142
Cl  -3.0279  -3.6087  1.5135  -0.8369
Cl  -3.3416  -0.0048  2.2611  -0.4436
Cl  0.9563  -2.3914  2.2090  -0.3938
H  -2.9779  -0.6033  -0.9399  0.2995
H  -2.2433  -2.1125  -0.5992  0.1073
H  -2.0919  -1.4361  -2.2660  0.2640
H  -0.0026  -3.1512  -0.7647  0.3267
H  1.7151  -2.8002  -0.7262  0.3494
H  0.8234  -2.6148  -2.2546  0.3449
H  3.1783  -1.0793  -0.0026  0.3309
H  3.3662  0.6460  -0.0524  0.3689
H  3.3078  -0.2866  -1.5772  0.2397
H  2.2310  2.4713  0.2886  0.3925
H  0.7051  3.2042  0.2680  0.3890
H  1.6023  3.0018  -1.2857  0.2062
H  -2.6751  1.5785  -0.1558  0.3478
H  -1.9969  2.2885  -1.6403  0.2059
H  -1.5164  2.8033  0.0127  0.3507
O  0.3574  1.4390  2.4033  -0.5643
H  0.2705  2.2827  2.9277  0.2142
I  -0.0970  -0.2839  5.2943  -0.4048

For the total energy, the calculation gives -2619.47489 Eh. For the HOMO energy (alpha / beta), the calculation gives -0.92 / -0.92 eV. The charge is -2.

---

C43H34Cl2FeN2O2PSSe | the ωB97M-V functional and the def2-TZVPD basis

Each line ends with the Löwdin spin population.
CARTESIAN COORDINATES (ANGSTROEM)
Fe  0.4743  1.0858  -1.2106  4.0754
S  1.7175  1.6427  0.8079  0.1702
C  2.8106  0.4501  0.1807  0.0238
C  4.1203  0.2618  0.6295  0.0074
C  4.8936  -0.6949  0.0017  0.0012
C  4.3580  -1.4398  -1.0466  0.0063
C  3.0550  -1.1883  -1.4308  0.0076
N  2.3030  -0.2715  -0.8276  0.0662
H  4.4912  0.8744  1.4389  0.0019
H  5.9165  -0.8562  0.3189  0.0000
H  4.9430  -2.1947  -1.5522  0.0006
H  2.5791  -1.7289  -2.2411  0.0003
Se  1.2314  2.4256  -2.9892  0.2905
C  2.4974  3.5320  -2.0485  0.0363
C  3.7755  3.0366  -1.8151  0.0112
C  4.6962  3.7929  -1.1092  0.0003
C  4.3514  5.0509  -0.6359  0.0075
C  3.0853  5.5550  -0.8923  -0.0001
C  2.1612  4.8047  -1.6050  0.0099
H  4.0467  2.0538  -2.1810  0.0017
H  5.6842  3.3903  -0.9224  -0.0001
H  5.0701  5.6368  -0.0778  0.0005
H  2.8085  6.5382  -0.5326  -0.0001
H  1.1800  5.2136  -1.8093  0.0013
C  -3.3563  5.9966  -1.1802  -0.0001
C  -4.1755  5.0749  -0.5413  0.0007
C  -3.7499  3.7715  -0.3490  0.0032
C  -2.4911  3.3721  -0.7939  0.0113
C  -1.6811  4.2989  -1.4417  0.0007
C  -2.1067  5.6060  -1.6335  -0.0001
P  -1.8234  1.6878  -0.4737  0.0713
C  -3.2854  0.6597  -0.8254  0.0126
C  -3.3920  0.1203  -2.1069  0.0020
C  -4.4953  -0.6438  -2.4547  -0.0002
C  -5.5052  -0.8679  -1.5292  0.0011
C  -5.4071  -0.3255  -0.2560  0.0005
C  -4.3000  0.4307  0.0991  0.0036
C  -1.6449  1.7341  1.3409  0.0060
C  -1.7384  0.5691  2.1006  0.0037
C  -1.4469  0.6012  3.4546  -0.0002
C  -1.0350  1.7813  4.0558  0.0049
C  -0.9251  2.9395  3.3001  -0.0002
C  -1.2285  2.9184  1.9491  0.0041
H  -3.6931  7.0149  -1.3261  0.0000
H  -5.1545  5.3775  -0.1911  0.0002
H  -4.4000  3.0658  0.1520  0.0001
H  -0.7106  3.9898  -1.8037  0.0027
H  -1.4644  6.3154  -2.1407  0.0000
H  -2.6022  0.2905  -2.8300  0.0003
H  -4.5696  -1.0650  -3.4493  0.0000
H  -6.3640  -1.4692  -1.7983  0.0001
H  -6.1933  -0.4972  0.4682  0.0001
H  -4.2183  0.8313  1.1020  0.0002
H  -2.0004  -0.3651  1.6218  0.0001
H  -1.5226  -0.3075  4.0388  -0.0001
H  -0.7864  1.7967  5.1092  0.0003
H  -0.5871  3.8600  3.7582  -0.0001
H  -1.1297  3.8238  1.3625  0.0001
Cl  2.1356  -2.5247  1.5664  0.0001
C  2.7111  -4.1302  1.2651  0.0000
C  3.8807  -4.5522  1.8704  0.0000
C  4.4299  -5.7818  1.5454  0.0000
C  3.8194  -6.5774  0.5913  0.0000
C  2.6383  -6.1588  0.0082  0.0000
Cl  1.8782  -7.1716  -1.1832  0.0000
C  2.0229  -4.9482  0.3509  0.0000
N  0.8415  -4.5453  -0.2537  0.0001
C  -0.3308  -4.1997  0.4596  0.0003
C  -0.5426  -4.6438  1.7639  0.0000
C  -1.7003  -4.3048  2.4407  0.0003
C  -2.6731  -3.5382  1.8162  0.0000
C  -2.4614  -3.0984  0.5210  0.0006
C  -1.2937  -3.4061  -0.1664  0.0012
C  -1.0406  -2.7694  -1.5054  0.0034
C  -0.5879  -1.3140  -1.3549  0.0087
O  -0.1241  -0.7239  -2.3677  0.0736
O  -0.6542  -0.7457  -0.2405  0.0626
H  4.3714  -3.8966  2.5769  0.0000
H  5.3438  -6.1079  2.0220  0.0000
H  4.2439  -7.5305  0.3080  0.0000
H  0.6665  -4.9771  -1.1455  0.0000
H  0.2017  -5.2665  2.2442  0.0000
H  -1.8450  -4.6472  3.4576  0.0000
H  -3.5876  -3.2786  2.3354  0.0000
H  -3.2082  -2.4880  0.0281  0.0000
H  -1.9445  -2.7665  -2.1184  0.0002
H  -0.2573  -3.2641  -2.0747  0.0004

For the total energy, the calculation gives -7244.15396 Eh. As for the multiplicity: 6. For the HOMO energy (alpha / beta), the calculation gives -7.84 / -7.79 eV. The charge is 0. Its energy above the lowest of the compared OMol25 structures with the same formula, charge and spin is 0.0 kJ/mol. As for the expectation value of S²: 8.769.

---

C21H31NP2PmS | the ωB97M-V functional and the def2-TZVPD basis

Each line ends with the Löwdin spin population.
CARTESIAN COORDINATES (ANGSTROEM)
C  -1.6256  3.0480  -2.8106  -0.0016
C  -1.3605  1.7501  -2.3804  -0.0041
C  -0.0008  1.2761  -2.5273  -0.0008
C  1.0158  2.2566  -2.3544  -0.0037
C  0.7398  3.5893  -2.6676  0.0002
C  -0.5640  3.9488  -3.0178  -0.0050
C  2.2425  1.7796  -1.6718  -0.0040
C  2.6229  0.4323  -2.1565  -0.0027
C  1.5421  -0.4705  -2.3401  -0.0016
C  1.7846  -1.8435  -1.9715  -0.0031
C  3.0880  -2.3197  -2.0860  -0.0019
C  4.1563  -1.4214  -2.2404  -0.0040
C  3.9369  -0.0474  -2.1549  -0.0004
H  -2.6598  3.3602  -2.9579  -0.0001
H  1.5555  4.3266  -2.6388  0.0002
H  -0.7765  4.9476  -3.3963  -0.0003
H  3.0573  2.4979  -1.6682  -0.0005
H  3.2631  -3.3963  -2.0374  -0.0001
H  5.1681  -1.8091  -2.3787  -0.0002
H  4.7673  0.6710  -2.0860  0.0001
N  0.2835  -0.0484  -2.6610  -0.0132
Pm  0.8749  0.8844  1.4084  4.1205
C  -2.3400  0.9288  -1.6033  -0.0017
H  -2.3104  -0.1211  -1.9291  -0.0001
H  -3.3571  1.3241  -1.7101  -0.0003
C  0.6969  -2.6165  -1.3043  -0.0018
H  -0.2450  -2.5167  -1.8620  -0.0001
H  0.9698  -3.6725  -1.1948  -0.0003
P  -1.8816  0.9417  0.2379  -0.0083
P  0.3618  -1.9288  0.4283  -0.0144
C  1.5621  -2.9626  1.3653  -0.0018
H  1.3517  -2.8822  2.4423  0.0000
H  1.4772  -4.0106  1.0406  -0.0001
H  2.5768  -2.5984  1.1733  -0.0012
C  -1.1490  -2.9138  0.7553  -0.0035
H  -0.9083  -3.9878  0.7626  -0.0006
H  -1.5591  -2.6242  1.7299  -0.0001
H  -1.8982  -2.7204  -0.0221  0.0000
C  -2.5400  2.6041  0.6756  -0.0004
H  -3.5777  2.7157  0.3243  -0.0002
H  -2.5135  2.7292  1.7687  0.0001
H  -1.9224  3.3886  0.2208  0.0001
C  -3.2836  -0.0717  0.8495  -0.0008
H  -3.2563  -0.1309  1.9438  0.0000
H  -4.2386  0.3764  0.5389  -0.0002
H  -3.2294  -1.0883  0.4482  0.0000
H  1.8841  1.5569  -0.3775  0.0008
H  2.2634  -0.1613  0.7074  -0.0318
C  0.5077  -1.1103  4.8510  -0.0001
S  -0.3057  -0.1316  3.5662  -0.0059
C  -1.8442  0.4548  4.3150  -0.0009
H  1.4841  -1.4317  4.4627  0.0000
H  -0.1100  -1.9910  5.0768  0.0000
H  0.6511  -0.4787  5.7380  0.0000
H  -2.5935  -0.3463  4.2533  -0.0001
H  -1.6349  0.7273  5.3574  0.0000
H  -2.1998  1.3374  3.7655  0.0000

For the total energy, the calculation gives -2562.43261 Eh. As for the multiplicity: 5. For the HOMO energy (alpha / beta), the calculation gives -8.52 / -8.54 eV. The charge is +1. Its energy above the lowest of the compared OMol25 structures with the same formula, charge and spin is 57.8 kJ/mol. As for the expectation value of S²: 6.026.

---

Values of maximum force, in order: 3.22 2.01 2.65, all in eV/A.